11
Properties=species:S:1:pos:R:3:lowdin_charge:R:1 method="wB97M-V/def2-TZVPD" e_above_lowest_ev=1.968 spin_multiplicity=1 e_lumo_ev=0.92 smiles=C#Cc1cn[nH]c1
C 2.707 -0.582 0.372 0.118
C 1.601 -0.241 0.035 -0.117
C 0.256 0.093 -0.214 -0.258
C -0.426 1.326 -0.453 -0.097
N -1.736 1.183 -0.282 0.035
N -1.888 -0.115 0.043 -0.031
C -0.744 -0.803 0.072 -0.059
H 3.719 -0.798 0.590 0.018
H -0.020 2.294 -0.734 0.111
H -2.780 -0.501 0.290 0.149
H -0.687 -1.857 0.280 0.131

12
Properties=species:S:1:pos:R:3:lowdin_charge:R:1 method="wB97M-V/def2-TZVPD" e_above_lowest_ev=5.801 spin_multiplicity=1 e_lumo_ev=0.26 smiles="N#CO[C@@H]1C=N1.C#C"
N -0.129 1.122 1.546 0.146
C -1.146 0.738 1.147 -0.305
O -2.369 0.492 0.680 0.021
C -3.098 -0.725 0.473 -0.274
C -3.074 -1.363 -0.779 -0.054
N -4.254 -0.975 -0.475 0.212
H -3.201 -1.248 1.381 0.124
H -2.595 -1.907 -1.611 0.132
C 5.506 1.256 -0.594 -0.016
C 4.370 0.834 -0.526 -0.005
H 6.588 1.324 -0.677 0.023
H 3.401 0.452 -0.565 -0.004

12
Properties=species:S:1:pos:R:3:lowdin_charge:R:1 method="wB97M-V/def2-TZVPD" e_above_lowest_ev=3.557 spin_multiplicity=1 e_lumo_ev=0.62
C -2.260 0.110 0.019 -0.355
C -0.254 0.704 -0.182 -0.189
C 1.043 1.130 -0.115 -0.048
C 0.990 -1.097 -0.056 -0.175
C -0.284 -0.763 -0.150 -0.087
H -3.436 0.206 0.732 0.225
H 1.555 2.040 0.209 0.120
H 2.792 -0.195 -0.161 0.235
H 1.541 -2.088 -0.170 0.155
N -1.625 1.113 -0.156 0.121
N 1.695 -0.051 0.125 -0.048
O -1.756 -1.107 -0.095 0.046

12
Properties=species:S:1:pos:R:3:lowdin_charge:R:1 method="wB97M-V/def2-TZVPD" e_above_lowest_ev=3.649 spin_multiplicity=1 e_lumo_ev=-0.07 smiles=c1cc2o[nH]cc-2n1
C -1.949 0.103 0.027 -0.172
C -1.267 -1.147 -0.053 -0.012
C 0.097 -0.778 -0.158 -0.282
O 1.266 -1.209 -0.095 0.055
N 2.172 -0.037 -0.082 0.057
C 1.347 1.147 -0.066 0.008
C 0.116 0.705 -0.031 -0.256
N -1.217 1.223 -0.054 0.067
H -2.976 0.278 -0.071 0.086
H -1.914 -2.104 -0.014 0.124
H 2.516 -0.291 0.924 0.182
H 1.808 2.110 -0.327 0.142